(1)
Computed, not measured: 2 unconnected molecules or ions with the total composition C4H3NO2 at a distorted geometry, with wB97M-V/def2-TZVPD.

## Properties
Electronic energy: -9778.1675 eV
Lowest unoccupied orbital energy: 0.0078 Eh
Maximum force: 4.8 eV/A
HOMO: -8.42 eV
Kohn-Sham gap: 8.6 eV

Cartesian coordinates (Å):
C  0.493  -0.157  1.157
C  0.550  -0.059  2.362
C  -0.860  1.900  -1.401
C  0.011  -0.216  -0.120
N  0.194  -1.388  -0.730
O  0.030  2.439  -0.938
O  -1.730  1.325  -1.813
H  0.613  -2.122  -0.290
H  -0.073  -1.566  -1.706
H  0.773  -0.155  3.478


(2)
Computed, not measured: a single C4H3NO3 molecule at a distorted geometry, with wB97M-V/def2-TZVPD.

## Properties
Electronic energy: -11826.8412 eV
Lowest unoccupied orbital energy: -0.0391 Eh
SMILES: N#CCC(=O)C(=O)O
Maximum force: 5.4 eV/A
HOMO: -10.67 eV
Kohn-Sham gap: 9.6 eV

Cartesian coordinates (Å):
C  -1.735  0.140  -0.247
C  -0.152  -0.398  -0.123
C  0.868  0.683  0.128
C  2.124  0.041  -0.118
H  -1.680  -1.630  -0.037
H  1.291  1.024  1.256
H  0.721  1.541  -0.525
N  3.223  -0.225  -0.173
O  -2.506  -0.905  0.053
O  -2.061  1.300  -0.139
O  -0.093  -1.571  -0.075